Model one:
Below is a 17-piece molecular cluster, C59H114Cl4N14O4 overall, with properties calculated with ωB97M-V with the def2-TZVPD basis set.

Bonds (Å) are listed after each position.
Geometry (Å):
1 Cl 0.920 0.252 -9.351  C52 1.762
2 Cl 2.235 0.238 -6.826  C52 1.753
3 Cl 0.061 2.114 -7.298  C52 1.779
4 Cl -0.512 -0.643 -6.926  C52 1.787
5 O 1.643 3.467 2.783  C26 1.405
6 O -1.999 1.869 1.923  C36 1.399
7 O -1.287 5.448 6.261  C53 1.412, C58 1.417
8 O 0.421 0.000 -1.587  C29 1.405, C35 1.421
9 N 3.742 6.097 -1.489  C49 1.132
10 N -7.746 -0.432 -5.515  C23 1.139
11 N 7.097 3.032 2.572  C27 1.139
12 N -3.254 -3.094 -6.785  C63 1.135
13 N -0.450 -1.643 4.838  C47 1.153
14 N 4.667 -0.796 1.987  C55 1.142
15 N 0.381 3.909 -1.515  C65 1.140
16 N -1.012 3.724 3.889  C32 1.461, H82 1.021, H156 1.068, H166 1.036
17 N -2.296 3.200 -4.262  C39 1.127
18 N 0.574 1.805 0.691  C72 1.551, H88 1.031, H161 1.028, H192 1.019
19 N 5.379 -3.843 -2.061  C78 1.138
20 N 0.954 -3.464 -4.015  C54 1.148
21 N 1.698 -3.542 1.625  C64 1.138
22 N -3.583 -2.985 -0.589  C76 1.138
23 C -6.703 -0.385 -5.970  N10 1.139, C62 1.467
24 C 2.296 -7.956 3.711  C68 1.546, H131 1.089, H136 1.097, H150 1.096
25 C 5.520 2.677 -0.533  C40 1.529, C45 1.506, H83 1.093, H158 1.087
26 C 2.752 3.458 3.646  O5 1.405, H123 1.087, H143 1.098, H177 1.095
27 C 6.201 2.955 1.872  N11 1.139, C40 1.490
28 C 4.341 -1.606 -1.270  C30 1.482, C78 1.452, H124 1.085, H174 1.096
29 C 0.350 -0.499 -0.276  O8 1.405, C72 1.537, H100 1.090, H165 1.088
30 C 4.165 -0.623 -2.365  C28 1.482, C33 1.520, H86 1.092, H164 1.090
31 C -6.276 -1.710 1.289  C42 1.543, C44 1.537, H117 1.092, H168 1.093
32 C -1.206 3.278 5.267  N16 1.461, C53 1.499, C71 1.499, H190 1.093
33 C 3.280 -1.086 -3.511  C30 1.520, H122 1.096, H146 1.086, H172 1.095
34 C -0.856 -4.499 -0.837  C60 1.538, H119 1.085, H135 1.083, H160 1.087
35 C -0.580 -0.567 -2.422  O8 1.421, H99 1.094, H107 1.096, H154 1.089
36 C -3.088 1.002 2.061  O6 1.399, H111 1.082, H129 1.097, H183 1.092
37 C 1.133 6.864 0.824  C69 1.505, C70 1.554, H112 1.088, H178 1.090
38 C 4.983 -0.442 4.550  C55 1.468, C59 1.521, H91 1.099, H115 1.087
39 C -2.519 3.177 -3.158  N17 1.127, C57 1.501
40 C 5.066 2.781 0.923  C25 1.529, C27 1.490, H148 1.091, H151 1.096
41 C 1.541 -4.735 -1.782  C54 1.490, C60 1.532, H187 1.091, H188 1.094
42 C -5.628 -3.083 1.012  C31 1.543, C76 1.463, H108 1.090, H195 1.094
43 C 2.596 2.704 -4.247  C81 1.512, H126 1.098, H141 1.094, H162 1.081
44 C -6.718 -0.946 0.031  C31 1.537, H103 1.089, H133 1.094, H194 1.081
45 C 6.519 1.578 -0.782  C25 1.506, H110 1.101, H118 1.086, H147 1.090
46 C 0.863 4.544 -3.940  C65 1.418, C81 1.506, H142 1.098, H159 1.097
47 C -1.001 -2.073 3.920  N13 1.153, C56 1.477
48 C 2.844 -1.791 5.108  C59 1.552, H101 1.091, H104 1.086, H138 1.093
49 C 3.061 6.092 -0.585  N9 1.132, C69 1.459
50 C -1.731 -4.221 2.799  C56 1.531, C73 1.506, H155 1.089, H179 1.091
51 C -2.392 -4.083 -4.546  C61 1.558, C63 1.462, H87 1.090, H185 1.090
52 C 0.691 0.482 -7.619  Cl1 1.762, Cl2 1.753, Cl3 1.779, Cl4 1.787
53 C -0.610 4.209 6.279  O7 1.412, C32 1.499, H120 1.102, H132 1.091
54 C 1.167 -4.050 -3.051  N20 1.148, C41 1.490
55 C 4.749 -0.618 3.112  N14 1.142, C38 1.468
56 C -1.684 -2.691 2.766  C47 1.477, C50 1.531, H96 1.093, H189 1.088
57 C -2.824 3.150 -1.689  C39 1.501, C77 1.526, H105 1.089, H167 1.093
58 C -0.931 6.328 7.312  O7 1.417, H94 1.096, H144 1.093, H149 1.092
59 C 3.710 -0.532 5.378  C38 1.521, C48 1.552, H116 1.093, H193 1.085
60 C 0.356 -5.412 -1.085  C34 1.538, C41 1.532, H85 1.088, H93 1.089
61 C -2.298 -5.638 -4.505  C51 1.558, C67 1.547, H90 1.093, H113 1.090
62 C -5.431 -0.513 -6.689  C23 1.467, C80 1.509, H114 1.089, H125 1.076
63 C -2.894 -3.564 -5.817  N12 1.135, C51 1.462
64 C 2.122 -4.521 2.020  N21 1.138, C74 1.453
65 C 0.675 4.186 -2.581  N15 1.140, C46 1.418
66 C -4.093 -0.025 -4.522  C80 1.531, H140 1.091, H169 1.087, H175 1.090
67 C -3.661 -6.335 -4.287  C61 1.547, H95 1.091, H128 1.099, H134 1.092
68 C 1.757 -6.525 3.484  C24 1.546, C74 1.526, H98 1.094, H152 1.092
69 C 2.327 5.960 0.669  C37 1.505, C49 1.459, H139 1.097, H181 1.085
70 C 1.423 8.390 0.759  C37 1.554, H145 1.084, H176 1.088, H184 1.094
71 C -0.631 1.895 5.333  C32 1.499, H157 1.086, H170 1.089, H191 1.092
72 C 1.215 0.394 0.629  N18 1.551, C29 1.537, C75 1.491, H102 1.090
73 C -2.654 -4.773 3.852  C50 1.506, H109 1.089, H127 1.089, H173 1.098
74 C 2.635 -5.806 2.463  C64 1.453, C68 1.526, H106 1.094, H153 1.094
75 C 1.348 -0.079 2.037  C72 1.491, H130 1.082, H137 1.092, H182 1.089
76 C -4.484 -2.980 0.106  N22 1.138, C42 1.463
77 C -4.133 2.447 -1.340  C57 1.526, C79 1.565, H92 1.088, H97 1.089
78 C 4.924 -2.859 -1.715  N19 1.138, C28 1.452
79 C -5.390 3.105 -1.998  C77 1.565, H84 1.087, H89 1.094, H171 1.093
80 C -4.289 0.214 -6.022  C62 1.509, C66 1.531, H180 1.091, H186 1.088
81 C 2.235 4.160 -4.431  C43 1.512, C46 1.506, H121 1.087, H163 1.091
82 H -1.425 4.646 3.743  N16 1.021
83 H 5.851 3.660 -0.879  C25 1.093
84 H -6.315 2.630 -1.680  C79 1.087
85 H 0.076 -6.295 -1.657  C60 1.088
86 H 5.074 -0.174 -2.769  C30 1.092
87 H -1.379 -3.691 -4.459  C51 1.090
88 H 0.493 2.336 -0.189  N18 1.031
89 H -5.280 2.910 -3.069  C79 1.094
90 H -1.651 -5.845 -3.648  C61 1.093
91 H 5.464 0.544 4.618  C38 1.099
92 H -4.302 2.405 -0.266  C77 1.088
93 H 0.690 -5.795 -0.122  C60 1.089
94 H -1.266 5.958 8.288  C58 1.096
95 H -3.979 -6.005 -3.297  C67 1.091
96 H -1.073 -2.413 1.903  C56 1.093
97 H -4.135 1.420 -1.705  C77 1.089
98 H 0.743 -6.634 3.087  C68 1.094
99 H -0.612 -1.660 -2.389  C35 1.094
100 H 0.769 -1.500 -0.174  C29 1.090
101 H 2.040 -1.899 5.837  C48 1.091
102 H 2.106 0.742 0.106  C72 1.090
103 H -7.293 -1.615 -0.607  C44 1.089
104 H 3.441 -2.698 5.135  C48 1.086
105 H -1.979 2.667 -1.201  C57 1.089
106 H 3.650 -5.663 2.845  C74 1.094
107 H -1.592 -0.187 -2.240  C35 1.096
108 H -5.260 -3.517 1.941  C42 1.090
109 H -2.672 -5.858 3.941  C73 1.089
110 H 6.160 0.606 -0.409  C45 1.101
111 H -2.913 0.020 1.642  C36 1.082
112 H 0.708 6.670 1.807  C37 1.088
113 H -1.758 -5.926 -5.407  C61 1.090
114 H -5.644 -0.075 -7.663  C62 1.089
115 H 5.654 -1.227 4.890  C38 1.087
116 H 3.957 -0.560 6.443  C59 1.093
117 H -5.533 -1.102 1.810  C31 1.092
118 H 7.444 1.783 -0.251  C45 1.086
119 H -1.283 -4.128 -1.764  C34 1.085
120 H -0.657 3.597 7.195  C53 1.102
121 H 2.324 4.422 -5.482  C81 1.087
122 H 3.538 -2.040 -3.983  C33 1.096
123 H 3.551 4.121 3.325  C26 1.087
124 H 4.909 -1.340 -0.383  C28 1.085
125 H -5.223 -1.564 -6.790  C62 1.076
126 H 1.836 2.058 -4.706  C43 1.098
127 H -2.401 -4.464 4.865  C73 1.089
128 H -4.338 -6.038 -5.100  C67 1.099
129 H -4.032 1.317 1.600  C36 1.097
130 H 0.383 -0.188 2.514  C75 1.082
131 H 1.731 -8.451 4.500  C24 1.089
132 H 0.450 4.366 6.068  C53 1.091
133 H -5.874 -0.637 -0.593  C44 1.094
134 H -3.650 -7.426 -4.330  C67 1.092
135 H -1.614 -5.099 -0.350  C34 1.083
136 H 3.366 -7.910 3.943  C24 1.097
137 H 1.903 0.685 2.587  C75 1.092
138 H 2.389 -1.767 4.114  C48 1.093
139 H 2.998 6.223 1.496  C69 1.097
140 H -4.995 0.254 -3.976  C66 1.091
141 H 3.565 2.471 -4.699  C43 1.094
142 H 0.140 4.025 -4.582  C46 1.098
143 H 2.453 3.734 4.665  C26 1.098
144 H -1.413 7.300 7.174  C58 1.093
145 H 1.710 8.701 -0.239  C70 1.084
146 H 2.286 -1.349 -3.160  C33 1.086
147 H 6.787 1.494 -1.835  C45 1.090
148 H 4.451 1.937 1.239  C40 1.091
149 H 0.134 6.563 7.334  C58 1.092
150 H 2.232 -8.613 2.836  C24 1.096
151 H 4.368 3.620 1.028  C40 1.096
152 H 1.742 -5.921 4.393  C68 1.092
153 H 2.753 -6.396 1.549  C74 1.094
154 H -0.433 -0.172 -3.426  C35 1.089
155 H -2.084 -4.546 1.821  C50 1.089
156 H -1.476 3.110 3.148  N16 1.068
157 H -1.157 1.258 4.628  C71 1.086
158 H 4.697 2.531 -1.228  C25 1.087
159 H 0.701 5.626 -4.021  C46 1.097
160 H -0.487 -3.667 -0.243  C34 1.087
161 H 1.034 2.393 1.396  N18 1.028
162 H 2.727 2.474 -3.198  C43 1.081
163 H 2.988 4.787 -3.951  C81 1.091
164 H 3.642 0.249 -1.972  C30 1.090
165 H -0.667 -0.545 0.107  C29 1.088
166 H -0.018 3.732 3.599  N16 1.036
167 H -2.876 4.190 -1.356  C57 1.093
168 H -7.106 -1.922 1.968  C31 1.093
169 H -3.233 0.544 -4.179  C66 1.087
170 H 0.437 1.980 5.138  C71 1.089
171 H -5.394 4.185 -1.830  C79 1.093
172 H 3.236 -0.315 -4.286  C33 1.095
173 H -3.689 -4.448 3.680  C73 1.098
174 H 3.328 -1.841 -0.926  C28 1.096
175 H -3.946 -1.084 -4.310  C66 1.090
176 H 2.221 8.535 1.484  C70 1.088
177 H 3.270 2.494 3.615  C26 1.095
178 H 0.331 6.650 0.119  C37 1.090
179 H -0.689 -4.534 2.890  C50 1.091
180 H -4.381 1.279 -6.239  C80 1.091
181 H 2.161 4.904 0.857  C69 1.085
182 H 1.881 -1.028 2.051  C75 1.089
183 H -3.389 0.940 3.109  C36 1.092
184 H 0.505 8.952 0.953  C70 1.094
185 H -2.976 -3.665 -3.727  C51 1.090
186 H -3.341 -0.060 -6.481  C80 1.088
187 H 2.305 -5.473 -2.032  C41 1.091
188 H 1.980 -3.954 -1.154  C41 1.094
189 H -2.642 -2.186 2.651  C56 1.088
190 H -2.276 3.135 5.440  C32 1.093
191 H -0.795 1.448 6.315  C71 1.092
192 H -0.368 1.719 1.070  N18 1.019
193 H 3.064 0.330 5.250  C59 1.085
194 H -7.238 -0.053 0.350  C44 1.081
195 H -6.397 -3.689 0.525  C42 1.094

## Properties
Lowest unoccupied orbital energy: 0.16 eV
E_HOMO: -7.8 eV
2S+1: 1

---

Model two:
Below is a 17-piece molecular cluster, C59H114Cl4N14O4 overall, with properties calculated with ωB97M-V with the def2-TZVPD basis set.

Bonds (Å) are listed after each position.
Geometry (Å):
1 Cl -9.018 -1.814 -2.122  C73 1.815
2 Cl -6.753 -2.389 -0.445  C73 1.790
3 Cl -6.405 -2.308 -3.325  C73 1.739
4 Cl -6.659 0.062 -1.944  C73 1.741
5 O -1.561 -0.439 -0.141  C68 1.403, C80 1.440
6 O 2.570 0.232 -2.096  C60 1.412
7 O 3.321 -3.436 -0.117  C58 1.403
8 O 7.646 -2.531 -2.605  C45 1.435, C52 1.403
9 N 4.215 2.004 2.042  C77 1.146
10 N 2.241 -6.719 4.009  C35 1.166
11 N -0.386 -7.195 -1.479  C69 1.186
12 N 0.990 -2.335 4.463  C26 1.159
13 N -3.776 -0.991 5.780  C63 1.169
14 N -4.894 1.434 1.743  C56 1.146
15 N -4.228 4.962 -6.972  C70 1.169
16 N -0.871 4.503 -0.934  C30 1.166
17 N -6.864 3.745 -2.418  C81 1.183
18 N 4.895 -1.633 -2.081  C48 1.537, H121 1.010, H160 1.010, H179 1.010
19 N -0.377 -3.254 -2.581  C74 1.161
20 N 0.362 1.619 3.881  C62 1.176
21 N -2.890 -1.297 -4.848  C71 1.187
22 N 0.937 -1.642 -0.455  C54 1.492, H83 1.010, H171 1.010, H175 1.010
23 C 4.502 -1.509 4.592  C66 1.524, C78 1.544, H87 1.090, H91 1.090
24 C 1.095 4.692 7.641  C42 1.480, H97 1.090, H135 1.090, H167 1.090
25 C -3.504 -5.068 -2.186  C34 1.533, C75 1.558, H134 1.090, H163 1.090
26 C 2.105 -2.409 4.772  N12 1.159, C66 1.461
27 C 1.672 5.634 -3.170  C29 1.536, C65 1.531, H92 1.090, H191 1.090
28 C -3.720 2.265 -4.249  C32 1.563, H110 1.090, H123 1.090, H189 1.090
29 C 0.754 5.170 -4.311  C27 1.536, H82 1.090, H85 1.090, H127 1.090
30 C -0.071 5.252 -1.334  N16 1.166, C65 1.457
31 C -1.305 -5.591 3.580  C61 1.526, H156 1.090, H157 1.090, H180 1.090
32 C -5.113 2.010 -4.912  C28 1.563, C72 1.524, H137 1.090, H173 1.090
33 C 1.906 -5.907 -1.851  C57 1.523, C69 1.473, H114 1.090, H182 1.090
34 C -3.733 -4.188 -0.953  C25 1.533, H90 1.090, H183 1.090, H194 1.090
35 C 1.677 -6.098 3.199  N10 1.166, C64 1.423
36 C 5.610 -0.346 -0.079  C48 1.616, H141 1.090, H168 1.090, H181 1.090
37 C -1.832 3.797 1.930  C59 1.540, H93 1.090, H130 1.090, H185 1.090
38 C -3.005 -2.582 2.657  C43 1.556, C44 1.494, H96 1.090, H125 1.090
39 C -0.054 0.818 -4.916  C41 1.525, C55 1.515, H132 1.090, H153 1.090
40 C -5.234 6.652 0.071  C53 1.505, H136 1.090, H177 1.090, H187 1.090
41 C -0.318 1.089 -6.393  C39 1.525, H164 1.090, H186 1.090, H192 1.090
42 C 1.365 4.033 6.344  C24 1.480, C51 1.577, H115 1.090, H131 1.090
43 C -2.235 -1.845 3.791  C38 1.556, C63 1.488, H89 1.090, H94 1.090
44 C -4.110 -1.780 2.049  C38 1.494, H84 1.090, H122 1.090, H166 1.090
45 C 7.312 -2.060 -1.292  O8 1.435, C48 1.543, H98 1.090, H111 1.090
46 C 2.120 3.362 1.255  C67 1.484, C77 1.473, H103 1.090, H178 1.090
47 C -5.123 4.142 -0.443  C53 1.506, C81 1.480, H149 1.090, H174 1.090
48 C 6.157 -1.046 -1.428  N18 1.537, C36 1.616, C45 1.543, H128 1.090
49 C -3.204 2.298 3.495  C56 1.439, C59 1.537, H102 1.090, H133 1.090
50 C 1.737 -0.656 1.575  C54 1.478, H108 1.090, H152 1.090, H154 1.090
51 C 0.423 2.770 6.279  C42 1.577, C62 1.484, H99 1.090, H190 1.090
52 C 8.822 -3.295 -2.591  O8 1.403, H100 1.090, H172 1.090, H188 1.090
53 C -5.442 5.237 0.539  C40 1.505, C47 1.506, H95 1.090, H139 1.090
54 C 0.512 -1.048 0.846  N22 1.492, C50 1.478, C68 1.564, H101 1.090
55 C -0.391 -0.614 -4.552  C39 1.515, C71 1.422, H184 1.090, H195 1.090
56 C -4.134 1.854 2.491  N14 1.146, C49 1.439
57 C 2.494 -5.754 -3.247  C33 1.523, C79 1.493, H88 1.090, H142 1.090
58 C 4.031 -4.062 0.918  O7 1.403, H140 1.090, H146 1.090, H170 1.090
59 C -2.464 3.634 3.324  C37 1.540, C49 1.537, H155 1.090, H159 1.090
60 C 2.677 1.618 -2.341  O6 1.412, H119 1.090, H124 1.090, H169 1.090
61 C -0.568 -5.715 2.249  C31 1.526, C64 1.553, H158 1.090, H193 1.090
62 C 0.393 2.118 4.946  N20 1.176, C51 1.484
63 C -3.099 -1.344 4.894  N13 1.169, C43 1.488
64 C 0.949 -5.380 2.209  C35 1.423, C61 1.553, H148 1.090, H162 1.090
65 C 0.961 6.110 -1.901  C27 1.531, C30 1.457, H126 1.090, H143 1.090
66 C 3.504 -2.499 5.180  C23 1.524, C26 1.461, H105 1.090, H109 1.090
67 C 1.780 4.521 2.118  C46 1.484, C76 1.589, H104 1.090, H106 1.090
68 C -0.447 0.135 0.489  O5 1.403, C54 1.564, H150 1.090, H151 1.090
69 C 0.632 -6.631 -1.703  N11 1.186, C33 1.473
70 C -4.890 4.226 -6.350  N15 1.169, C72 1.486
71 C -1.757 -0.964 -4.740  N21 1.187, C55 1.422
72 C -5.694 3.268 -5.547  C32 1.524, C70 1.486, H120 1.090, H145 1.090
73 C -7.224 -1.585 -1.972  Cl1 1.815, Cl2 1.790, Cl3 1.739, Cl4 1.741
74 C -1.389 -3.713 -2.917  N19 1.161, C75 1.520
75 C -2.706 -4.358 -3.319  C25 1.558, C74 1.520, H116 1.090, H147 1.090
76 C 2.790 5.747 2.082  C67 1.589, H107 1.090, H138 1.090, H144 1.090
77 C 3.313 2.622 1.699  N9 1.146, C46 1.473
78 C 3.994 -0.051 4.628  C23 1.544, H117 1.090, H129 1.090, H161 1.090
79 C 2.784 -7.018 -3.985  C57 1.493, H113 1.090, H165 1.090, H176 1.090
80 C -2.420 0.527 -0.775  O5 1.440, H86 1.090, H112 1.090, H118 1.090
81 C -6.100 3.922 -1.532  N17 1.183, C47 1.480
82 H 1.407 5.044 -5.175  C29 1.090
83 H 0.256 -2.043 -1.084  N22 1.010
84 H -4.723 -1.332 2.832  C44 1.090
85 H 0.142 4.279 -4.168  C29 1.090
86 H -2.640 1.412 -0.177  C80 1.090
87 H 4.784 -1.699 3.557  C23 1.090
88 H 3.414 -5.183 -3.123  C57 1.090
89 H -1.560 -1.063 3.443  C43 1.090
90 H -4.199 -3.254 -1.268  C34 1.090
91 H 5.433 -1.496 5.158  C23 1.090
92 H 2.390 6.392 -3.484  C27 1.090
93 H -1.390 4.793 1.911  C37 1.090
94 H -1.617 -2.500 4.405  C43 1.090
95 H -6.484 5.116 0.837  C53 1.090
96 H -2.406 -3.004 1.850  C38 1.090
97 H 1.133 3.947 8.436  C24 1.090
98 H 8.026 -1.517 -0.674  C45 1.090
99 H -0.608 3.020 6.528  C51 1.090
100 H 9.657 -2.655 -2.303  C52 1.090
101 H -0.033 -1.923 1.201  C54 1.090
102 H -3.768 2.260 4.427  C49 1.090
103 H 2.387 3.693 0.251  C46 1.090
104 H 0.786 4.872 1.843  C67 1.090
105 H 3.672 -3.517 4.828  C66 1.090
106 H 1.706 4.091 3.117  C67 1.090
107 H 3.816 5.525 2.374  C76 1.090
108 H 2.254 0.192 1.126  C50 1.090
109 H 3.604 -2.434 6.264  C66 1.090
110 H -3.677 2.986 -3.433  C28 1.090
111 H 7.013 -2.933 -0.710  C45 1.090
112 H -2.071 0.849 -1.756  C80 1.090
113 H 3.334 -6.871 -4.914  C79 1.090
114 H 2.722 -6.238 -1.207  C33 1.090
115 H 2.392 3.681 6.251  C42 1.090
116 H -2.449 -5.089 -4.085  C75 1.090
117 H 3.613 0.273 5.597  C78 1.090
118 H -3.305 -0.017 -1.107  C80 1.090
119 H 2.473 2.026 -3.331  C60 1.090
120 H -6.484 3.043 -6.263  C72 1.090
121 H 4.465 -2.267 -1.423  N18 1.010
122 H -3.751 -0.846 1.619  C44 1.090
123 H -3.293 1.314 -3.931  C28 1.090
124 H 2.078 2.232 -1.668  C60 1.090
125 H -3.483 -3.483 3.041  C38 1.090
126 H 1.706 6.225 -1.113  C65 1.090
127 H 0.051 5.989 -4.461  C29 1.090
128 H 6.479 -0.213 -2.053  C48 1.090
129 H 4.804 0.621 4.346  C78 1.090
130 H -1.136 2.971 1.783  C37 1.090
131 H 1.131 4.774 5.580  C42 1.090
132 H 1.017 1.017 -4.876  C39 1.090
133 H -2.477 1.486 3.509  C49 1.090
134 H -3.055 -6.029 -1.932  C25 1.090
135 H 1.828 5.480 7.819  C24 1.090
136 H -5.709 7.292 0.814  C40 1.090
137 H -5.795 1.696 -4.121  C32 1.090
138 H 2.510 6.451 2.866  C76 1.090
139 H -4.829 5.064 1.424  C53 1.090
140 H 5.101 -3.955 0.741  C58 1.090
141 H 6.344 0.250 0.464  C36 1.090
142 H 1.881 -5.161 -3.927  C57 1.090
143 H 0.482 7.057 -2.150  C65 1.090
144 H 2.855 6.315 1.154  C76 1.090
145 H -6.100 3.822 -4.701  C72 1.090
146 H 3.730 -3.642 1.877  C58 1.090
147 H -3.408 -3.635 -3.736  C75 1.090
148 H 1.388 -5.562 1.228  C64 1.090
149 H -4.203 4.459 -0.935  C47 1.090
150 H 0.034 0.912 -0.104  C68 1.090
151 H -0.713 0.586 1.445  C68 1.090
152 H 1.380 -0.392 2.571  C50 1.090
153 H -0.548 1.581 -4.314  C39 1.090
154 H 2.423 -1.501 1.640  C50 1.090
155 H -1.721 3.708 4.118  C59 1.090
156 H -0.858 -6.329 4.247  C31 1.090
157 H -2.338 -5.925 3.480  C31 1.090
158 H -0.804 -6.664 1.768  C61 1.090
159 H -3.167 4.448 3.504  C59 1.090
160 H 4.136 -0.993 -2.267  N18 1.010
161 H 3.196 0.116 3.905  C78 1.090
162 H 1.093 -4.307 2.331  C64 1.090
163 H -4.481 -5.333 -2.590  C25 1.090
164 H -1.377 1.212 -6.618  C41 1.090
165 H 1.826 -7.418 -4.316  C79 1.090
166 H -4.794 -2.295 1.374  C44 1.090
167 H 0.123 5.174 7.742  C24 1.090
168 H 4.798 0.337 -0.329  C36 1.090
169 H 3.731 1.875 -2.234  C60 1.090
170 H 3.799 -5.115 1.080  C58 1.090
171 H 1.719 -2.271 -0.348  N22 1.010
172 H 9.080 -3.755 -3.545  C52 1.090
173 H -5.094 1.138 -5.565  C32 1.090
174 H -4.922 3.192 0.051  C47 1.090
175 H 1.361 -0.882 -0.968  N22 1.010
176 H 3.237 -7.678 -3.244  C79 1.090
177 H -4.180 6.914 -0.013  C40 1.090
178 H 1.310 2.639 1.150  C46 1.090
179 H 4.994 -2.144 -2.947  N18 1.010
180 H -1.252 -4.626 4.082  C31 1.090
181 H 5.279 -1.174 0.548  C36 1.090
182 H 1.671 -4.932 -1.424  C33 1.090
183 H -4.363 -4.623 -0.177  C34 1.090
184 H -0.283 -0.783 -3.481  C55 1.090
185 H -2.608 3.756 1.165  C37 1.090
186 H 0.116 0.266 -6.960  C41 1.090
187 H -5.866 6.844 -0.797  C40 1.090
188 H 8.735 -4.134 -1.900  C52 1.090
189 H -3.089 2.690 -5.029  C28 1.090
190 H 0.744 2.037 7.019  C51 1.090
191 H 2.218 4.751 -2.837  C27 1.090
192 H 0.174 2.032 -6.633  C41 1.090
193 H -1.090 -5.068 1.544  C61 1.090
194 H -2.784 -4.004 -0.450  C34 1.090
195 H 0.258 -1.299 -5.096  C55 1.090

## Properties
Lowest unoccupied orbital energy: 0.14 eV
E_HOMO: -7.5 eV
2S+1: 1

---

Stability order, top to bottom: model one, model two